No. 1
ORCA calculation (ωB97M-V with the def2-TZVPD basis set) on a structure of composition C44H36GaNO5P2.

Output
max |F|	3.56	eV Å⁻¹
E_HOMO (spin up / spin down)	-14.122 / -14.129	eV
frontier orbital gap (spin up / spin down)	6.065 / 4.638	eV
charge	+2
spin multiplicity	1

XYZ file:
```
89
Properties=species:S:1:pos:R:3:mulliken_charge:R:1
Ga -0.05282 0.18129 -0.50017 2.073
P -0.66912 -2.48903 -0.73278 0.908
C -1.30999 0.03301 1.35073 1.010
O -1.43568 -0.08844 2.49610 -0.326
P -0.30042 2.62528 -0.83075 0.606
C -0.58365 -3.35840 0.88123 0.288
C 0.68744 -3.25778 -1.71515 0.179
C -2.27290 -2.97291 -1.50084 0.400
C -1.97515 3.40105 -1.01529 0.824
C 0.54920 3.37513 0.62725 0.230
C 0.79771 3.10230 -2.22823 0.384
C -1.66483 -4.06912 1.44104 -0.529
C -1.51286 -4.69113 2.68206 -0.755
C -0.30633 -4.57342 3.37722 -0.694
C 0.76199 -3.83783 2.85113 -0.906
C 0.61788 -3.23456 1.60433 -0.067
H -2.60054 -4.16118 0.88839 0.442
H -2.34244 -5.26890 3.10256 0.432
H -0.19435 -5.04034 4.34993 0.439
H 1.70404 -3.73544 3.39359 0.476
H 1.45417 -2.68306 1.16434 0.533
C -3.46963 -2.41732 -1.00199 -0.247
C -4.70015 -2.79136 -1.53956 -0.727
C -4.72980 -3.71572 -2.58867 -0.528
C -3.55229 -4.22532 -3.14339 -0.754
C -2.32243 -3.82774 -2.61723 -0.401
H -3.43329 -1.70960 -0.17476 0.398
H -5.62305 -2.36053 -1.14101 0.433
H -5.68362 -4.01921 -3.00524 0.420
H -3.57990 -4.93049 -3.97943 0.440
H -1.39393 -4.19380 -3.05415 0.460
C 1.18641 -4.54290 -1.43349 -0.100
C 2.16380 -5.10853 -2.25465 -0.732
C 2.67204 -4.36772 -3.32542 -0.510
C 2.23956 -3.06271 -3.57462 -0.695
C 1.25931 -2.50686 -2.75865 -0.175
H 0.80090 -5.10057 -0.58087 0.460
H 2.53218 -6.11632 -2.04842 0.444
H 3.43680 -4.80118 -3.96021 0.424
H 2.65245 -2.47330 -4.39770 0.458
H 0.92418 -1.48316 -2.92089 0.095
C 1.94730 3.55624 0.68669 -0.328
C 2.53896 4.14295 1.80023 -0.783
C 1.73721 4.49501 2.88613 -0.501
C 0.36641 4.22598 2.89370 -0.898
C -0.22710 3.66104 1.76565 -0.262
H 2.56884 3.26713 -0.16043 0.431
H 3.61432 4.34293 1.80864 0.460
H 2.19189 4.97141 3.75238 0.435
H -0.25346 4.46324 3.76326 0.477
H -1.30126 3.45668 1.75221 0.439
C -3.14514 2.74933 -0.56037 -0.002
C -4.39519 3.35831 -0.71375 -0.811
C -4.48090 4.63388 -1.28458 -0.502
C -3.33484 5.29669 -1.73628 -0.790
C -2.09203 4.66502 -1.62783 -0.530
H -3.07471 1.77464 -0.06814 0.218
H -5.30409 2.84317 -0.38553 0.424
H -5.45070 5.11556 -1.39173 0.401
H -3.40608 6.29953 -2.16857 0.429
H -1.19801 5.15764 -2.01130 0.337
C 1.28482 4.41799 -2.34194 -0.280
C 2.03503 4.79626 -3.45822 -0.898
C 2.36911 3.83051 -4.41154 -0.517
C 1.97522 2.49912 -4.26203 -0.775
C 1.19032 2.13580 -3.17061 0.018
H 1.09219 5.14378 -1.54953 0.506
H 2.35367 5.83568 -3.57328 0.424
H 2.95160 4.12271 -5.27834 0.414
H 2.27262 1.74531 -4.99372 0.458
H 0.88295 1.09915 -3.02793 -0.278
H -1.81071 0.02941 0.20358 -0.521
H -0.51941 -0.13868 -1.94491 -0.122
O 3.38916 -1.06574 0.07985 -0.610
C 2.56207 -0.36883 0.64484 -0.303
O 1.71019 0.40489 -0.06136 0.034
C 2.45989 -0.22197 2.15278 0.476
C 2.99339 -1.22375 2.96999 -1.127
C 2.83461 -1.20284 4.34521 -0.369
C 2.16820 -0.14676 4.97039 -0.466
C 1.68768 0.90273 4.16677 -0.835
C 1.74453 0.80218 2.78158 0.987
N 1.79679 -0.20270 6.36645 0.942
O 2.11709 -1.23244 7.00631 -0.559
O 1.15373 0.73683 6.87104 -0.555
H 3.58758 -2.01008 2.55132 0.601
H 3.20939 -2.00390 4.97078 0.598
H 1.21550 1.76277 4.63039 0.626
H 1.26050 1.57400 2.17538 0.373
```

No. 2
ORCA calculation (ωB97M-V with the def2-TZVPD basis set) on a structure of composition C44H36N9O7PS3SeTi.

Output
max |F|	1.56	eV Å⁻¹
E_HOMO (spin up / spin down)	-1.301 / -2.871	eV
frontier orbital gap (spin up / spin down)	5.004 / 6.393	eV
charge	-2
<S²>	2.02
energy above the lowest of the compared OMol25 structures with the same formula, charge and spin	0.000	eV
spin multiplicity	3

XYZ file:
```
102
Properties=species:S:1:pos:R:3:lowdin_spin:R:1
Ti 0.40572 -0.63857 1.68006 0.942
C 1.27776 -2.30703 5.63766 0.021
C 1.03354 -1.40853 4.61482 0.013
N 0.44815 -1.79832 3.48779 0.026
C 0.15658 -3.09835 3.34885 0.017
C 0.41396 -3.97701 4.39102 0.005
N 0.95820 -3.59374 5.53982 0.013
C -0.43866 -3.45156 2.03994 0.083
C -0.77860 -4.69458 1.60038 0.024
C -1.35009 -4.85953 0.30810 0.167
C -1.57163 -3.67096 -0.45578 0.034
C -1.21284 -2.45684 0.04261 0.078
N -0.63424 -2.34267 1.27465 0.192
C -1.43778 -1.14853 -0.61905 0.009
C -2.27791 -0.97194 -1.70316 0.007
N -2.56152 0.22915 -2.20930 0.007
C -1.96233 1.26171 -1.63755 0.021
C -1.08666 1.11653 -0.56769 0.011
N -0.84257 -0.08176 -0.05094 0.018
C -1.71590 -6.16118 -0.19719 0.047
C -2.00134 -7.24981 0.64983 0.050
C -2.32874 -8.47811 0.11406 0.004
N -2.41343 -8.74126 -1.19594 0.077
C -2.15978 -7.70291 -2.00281 0.004
C -1.82265 -6.43588 -1.57347 0.051
H 1.74884 -1.97808 6.55510 0.001
H 1.32066 -0.36565 4.68424 0.000
H 0.16991 -5.02800 4.28914 0.000
H -0.57122 -5.55810 2.21837 0.000
H -2.05610 -3.73222 -1.42046 0.001
H -2.77012 -1.82120 -2.16050 0.000
H -2.17448 2.24345 -2.04170 0.001
H -0.59168 1.95833 -0.10538 0.000
H -1.99352 -7.12508 1.72470 0.003
H -2.54288 -9.31325 0.77470 -0.001
H -2.22414 -7.91033 -3.06676 -0.001
H -1.61556 -5.66696 -2.30620 0.004
S 1.60029 4.82267 2.74807 0.000
C 2.79239 3.88262 1.95341 0.000
C 2.20225 2.93645 1.18957 0.000
N 0.82064 2.93863 1.22053 0.001
C 0.38609 3.88460 1.99218 0.000
H 3.84274 4.07482 2.09254 0.000
H 2.71099 2.21708 0.56611 0.000
H -0.66287 4.08547 2.16788 0.000
C 4.39562 -3.11250 -1.28116 0.000
N 3.11683 -2.41616 -1.37764 0.000
C 2.86242 -1.60671 -2.55650 0.000
C 2.45578 -2.23018 -0.23977 0.003
O 1.50914 -1.44726 -0.07305 0.017
H 4.86675 -3.10362 -2.26150 0.000
H 4.25281 -4.14727 -0.96570 0.000
H 5.04405 -2.60376 -0.56572 0.000
H 2.97727 -2.22971 -3.44604 0.000
H 3.54173 -0.75576 -2.61348 0.000
H 1.85299 -1.21490 -2.51211 0.000
H 2.76641 -2.89475 0.57044 0.000
O 4.21974 -0.11972 3.63803 0.000
Se 3.46192 -0.75352 2.35073 0.002
O 4.28177 -0.65949 0.94379 0.001
O 1.98648 0.18157 2.14797 -0.004
O 2.97708 -2.29606 2.62267 0.010
S 3.24920 2.50742 -5.02268 0.000
P 1.73484 2.76207 -3.76517 0.000
S 1.54089 1.59934 -2.16800 0.001
C 0.14618 2.61994 -4.68729 0.000
C -0.97115 3.37868 -4.34663 0.000
C -2.20716 3.11772 -4.92827 0.000
C -2.33531 2.10268 -5.86542 0.000
C -1.22406 1.34334 -6.21086 0.000
C 0.00581 1.59727 -5.62160 0.000
C 1.67026 4.52574 -3.23350 0.000
C 1.86116 5.53974 -4.17152 0.000
C 1.80667 6.87139 -3.78784 0.000
C 1.57299 7.20472 -2.45649 0.000
C 1.41070 6.20062 -1.51359 0.000
C 1.46189 4.86384 -1.90214 0.000
H -0.87622 4.16892 -3.61063 0.000
H -3.07406 3.70186 -4.64076 0.000
H -3.30304 1.88723 -6.30249 0.000
H -1.32149 0.54454 -6.93686 0.000
H 0.87720 1.00324 -5.87081 0.000
H 2.07040 5.26905 -5.20002 0.000
H 1.94779 7.65363 -4.52489 0.000
H 1.53010 8.24579 -2.15716 0.000
H 1.24198 6.44850 -0.47193 0.000
H 1.34589 4.06846 -1.17477 0.000
O -2.88205 -0.52145 2.03445 0.009
C -2.31468 0.34523 2.66524 0.005
N -0.94505 0.52959 2.80473 0.009
C -0.72181 1.50822 3.75894 0.004
O 0.33259 1.83487 4.25671 0.006
C -2.05858 2.10684 4.15330 0.001
C -2.36634 3.14688 5.00301 0.001
C -3.71689 3.45848 5.16983 0.001
C -4.70244 2.73610 4.50189 0.001
C -4.36562 1.68395 3.64840 0.001
C -3.02774 1.39639 3.49592 0.000
H -1.58076 3.69792 5.50596 0.000
H -4.00641 4.26527 5.83253 0.000
H -5.74342 3.00020 4.64404 0.000
H -5.12055 1.11201 3.12316 0.000
```